Computed, not measured: a structure of composition C19H34F6OP2Sn in a non-equilibrium geometry, with the ωB97M-V functional and the def2-TZVPD basis.

The lowest unoccupied orbital energy (alpha / beta) is -1.1289 / -1.1291 eV. For the frontier orbital gap (alpha / beta), the calculation gives 4.1 / 4.1 eV. Its spin multiplicity is 1. The calculation puts the energy above the lowest of the compared OMol25 structures with the same formula, charge and spin at 3.651 eV.

Structure (XYZ):
```
63
Properties=species:S:1:pos:R:3:forces:R:3
P 2.489700 -0.087036 0.113580 1.350 -0.627 0.034
P -0.143753 -2.674785 0.166370 1.160 -1.922 -1.450
C 2.391645 -1.742611 0.941674 0.332 0.213 0.225
C 1.684992 -2.856646 0.156298 0.431 -0.503 0.428
H 1.906338 -1.552160 1.914610 0.091 -0.293 -0.204
H 3.436295 -2.030178 1.125173 -0.268 -0.100 0.232
H 2.045113 -2.949383 -0.880097 -0.176 0.168 0.479
H 1.908676 -3.823016 0.648381 -0.008 0.264 -0.135
C -0.618544 -3.257375 1.797233 -0.184 -0.423 0.639
H -1.535670 -2.750632 2.120591 0.146 -0.147 0.021
H 0.178442 -3.073281 2.534441 -0.303 0.033 -0.274
H -0.796017 -4.342544 1.741887 -0.048 0.315 0.212
C -0.644747 -3.992296 -0.995725 0.415 -0.937 0.563
H -0.294459 -4.984147 -0.694510 0.132 0.001 -0.047
H -0.234511 -3.724333 -1.978197 -0.180 -0.031 0.247
H -1.737286 -4.012473 -1.080664 0.403 -0.005 0.081
C 3.471339 0.931561 1.325491 0.537 0.047 0.257
H 3.002192 1.933160 1.294823 0.661 -0.593 0.322
H 4.508317 1.038419 0.934264 -0.582 -0.045 0.581
H 3.487208 0.513714 2.359421 0.062 0.365 -0.629
C 4.003912 -0.523174 -0.946778 -0.242 0.191 0.082
H 3.744588 -1.069127 -1.865912 0.025 0.185 0.327
H 4.701546 -1.140832 -0.357423 -0.207 0.276 -0.133
H 4.524281 0.409410 -1.219640 -0.234 -0.308 -0.067
Sn 0.655651 1.574104 2.741845 -1.562 1.069 -0.976
C -1.956300 -1.748605 -2.014843 -0.598 -1.018 2.897
C -1.374822 -1.509264 -0.710421 -2.192 3.544 -1.458
C -0.788782 -0.084944 -0.431029 -0.867 0.053 0.168
C 0.027230 0.637983 -1.517016 0.583 0.406 -0.456
C 1.268482 -0.170222 -1.968052 -1.238 0.174 -2.235
C 1.016180 -1.371021 -2.615150 1.264 1.130 0.285
C -0.043650 -1.462049 -3.642676 -2.561 -0.692 -0.209
C -1.557049 -1.104187 -3.223111 0.992 0.507 -1.752
C 1.359921 3.578680 2.233987 0.422 0.033 0.154
H -2.735374 -2.506307 -2.098206 0.131 0.146 0.233
H -2.180024 -1.640732 0.034692 0.309 -0.313 0.116
H -0.146227 -0.169613 0.484097 -0.267 0.024 -0.501
H -1.616749 0.565942 -0.107866 0.397 -0.248 -0.500
H -0.585844 0.907713 -2.394509 0.267 -0.055 0.550
H 0.320296 1.607722 -1.082595 0.167 -0.311 -0.069
H 2.155260 0.373582 -2.392719 -0.401 -0.556 1.541
H 1.790716 -2.150364 -2.714572 0.203 0.796 -0.411
H -0.044558 -2.515300 -4.017605 -0.229 0.775 -0.001
H 0.186886 -0.780676 -4.489437 0.295 -0.405 0.360
H -1.757250 -0.024246 -3.129117 0.603 -0.177 -0.476
H -2.226311 -1.377931 -4.052507 0.311 -0.291 0.122
H 0.550765 4.281623 1.981830 0.299 -0.502 0.183
H 1.917152 3.345758 1.306645 -0.188 0.610 0.334
H 2.032718 4.020739 2.987639 -0.017 -0.129 -0.439
C -2.323267 4.089735 2.576152 -0.146 0.027 0.530
C -2.227508 2.894637 1.654272 -0.139 -0.846 -1.680
O -1.000439 2.274082 1.549426 -0.260 -0.210 0.653
C -3.359819 1.816550 1.910356 -0.183 -0.159 0.042
F -4.506432 2.407475 2.355180 0.729 -0.648 -0.234
F -3.685846 1.081863 0.802081 0.223 0.704 1.225
F -2.954837 0.916515 2.849345 -0.312 0.679 -0.399
C -2.579457 3.530150 0.236400 0.174 0.218 -0.406
F -3.789516 4.188194 0.277765 1.059 -0.628 -0.272
F -1.620151 4.455183 -0.059553 -0.758 -0.520 0.060
F -2.627254 2.672134 -0.808251 0.150 0.740 0.804
H -2.250153 3.801113 3.630762 0.052 0.046 -0.184
H -3.292451 4.554818 2.389998 0.186 0.143 0.408
H -1.530780 4.798932 2.311471 -0.212 -0.239 0.201
```
Forces are in eV/Å.